# 1
C23H46AlBr5Cl4F3NO10P as an isolated structure at a distorted geometry, computed with ωB97M-V/def2-TZVPD.

```
! wB97M-V def2-TZVPD RIJCOSX def2/J DEFGRID3
* xyz 1 1
C -4.879 -1.977 2.007
C -3.845 -1.610 0.983
F -3.765 -0.222 0.870
C -2.467 -2.251 1.154
P -1.489 -1.610 2.538
O -2.308 -1.382 3.886
C -0.537 -0.090 2.159
C -0.989 0.659 0.909
O -1.334 1.782 0.997
F -0.959 0.036 -0.278
C -0.220 -2.905 2.932
C 0.562 -3.253 1.678
O 0.660 -2.521 0.744
F 1.147 -4.441 1.619
H -5.202 -3.016 1.886
H -4.615 -1.762 3.048
H -5.765 -1.374 1.784
H -4.286 -1.993 0.002
H -2.512 -3.345 1.219
H -1.868 -2.045 0.253
H -2.196 -0.479 4.223
H 0.518 -0.393 2.037
H -0.564 0.552 3.043
H 0.520 -2.456 3.610
H -0.649 -3.832 3.351
C 0.635 1.266 -5.309
O 0.912 2.238 -5.983
N 0.831 1.173 -3.978
C 0.484 0.002 -3.203
C 1.417 2.300 -3.271
H 0.190 0.359 -5.751
H -0.241 0.289 -2.441
H 1.381 -0.396 -2.719
H 0.053 -0.771 -3.839
H 0.782 3.176 -3.397
H 2.401 2.521 -3.685
H 1.509 2.065 -2.215
Cl -6.147 -3.540 -0.514
C -2.533 -4.924 5.370
O -1.745 -5.507 6.096
O -2.266 -4.447 4.240
O -3.734 -4.714 5.651
C -2.770 2.990 -2.554
O -1.570 2.980 -1.785
H -2.514 3.254 -3.578
H -3.235 1.997 -2.544
H -3.468 3.730 -2.156
H -1.813 2.737 -0.887
Al -3.895 -1.751 -1.975
C -6.097 -1.351 7.830
C -6.289 -2.720 8.466
C -5.174 -3.031 9.454
O -6.324 -3.721 7.450
H -5.154 -1.314 7.274
H -6.898 -1.145 7.119
H -6.088 -0.562 8.583
H -7.251 -2.756 8.976
H -4.203 -3.045 8.948
H -5.319 -4.017 9.896
H -5.137 -2.292 10.255
H -5.480 -3.703 6.989
Br 4.160 2.722 -1.139
C 4.060 0.813 -0.831
C 3.161 0.492 0.330
Br 4.030 0.828 2.037
H 5.075 0.453 -0.699
H 3.650 0.400 -1.753
H 2.922 -0.572 0.343
H 2.240 1.071 0.321
C -1.797 2.458 -8.074
Cl -2.814 3.813 -8.559
Cl -2.488 1.637 -6.666
Cl -1.585 1.324 -9.407
H -0.823 2.840 -7.790
C 4.016 -6.442 1.475
Br 3.885 -7.337 3.177
Br 5.481 -5.189 1.438
Br 4.106 -7.693 0.015
H 3.110 -5.871 1.347
C 4.924 4.834 -4.972
C 5.931 5.091 -3.863
O 7.110 4.317 -3.970
C 7.876 4.502 -5.149
C 8.370 5.925 -5.345
H 4.654 3.776 -5.005
H 4.019 5.420 -4.804
H 5.317 5.103 -5.952
H 5.483 4.820 -2.907
H 6.177 6.157 -3.801
H 7.312 4.162 -6.025
H 8.734 3.837 -5.055
H 7.547 6.632 -5.462
H 8.992 5.988 -6.238
H 8.959 6.246 -4.485
*
```

Values from the calculation:
Total energy (eV): -470889.854

How positive or negative is each atom? The Mulliken charges in e answer that: -1.63, 1.42, -0.33, -0.56, 0.48, -0.35, -0.67, 0.52, -0.58, -0.22, -0.42, 0.46, -0.36, -0.31, 0.39, 0.42, 0.41, -0.65, 0.65, 0.22, 0.37, 0.16, 0.73, 0.55, 0.15, 0.01, -0.62, 0.31, -0.84, -0.69, 0.40, 0.28, 0.22, 0.30, 0.30, 0.36, -0.03, -0.57, 0.81, -0.31, -0.37, -0.27, -0.50, -0.38, 0.22, 0.11, 0.33, 0.26, 0.63, -1.06, 0.36, -1.17, -0.47, 0.16, 0.31, 0.38, 0.33, 0.27, 0.31, 0.37, 0.29, -0.09, -0.54, -0.37, -0.13, 0.50, 0.21, 0.33, 0.16, 0.21, -0.13, -0.13, -0.12, 0.17, 0.37, -0.01, 0.00, 0.01, -0.33, -1.05, -0.18, -0.41, -0.32, -1.03, 0.27, 0.38, 0.32, 0.10, 0.30, 0.30, 0.33, 0.27, 0.39, 0.29

***

# 2
C23H46AsN4OP2S3Zr as an isolated structure at a distorted geometry, computed with ωB97M-V/def2-TZVPD.

```
! wB97M-V def2-TZVPD RIJCOSX def2/J DEFGRID3
* xyz 3 1
Zr 0.188 -0.851 -0.520
C -4.552 -3.178 2.940
C -4.197 -1.956 2.107
N -3.433 -2.331 0.928
C -2.119 -2.202 0.795
S -1.372 -2.900 -0.651
N -1.377 -1.632 1.729
N -0.063 -1.655 1.385
C 0.905 -2.097 2.125
C 0.782 -2.434 3.568
C 2.098 -2.433 1.334
C 3.216 -3.067 1.875
C 4.207 -3.536 1.026
C 4.055 -3.359 -0.341
C 2.920 -2.709 -0.804
N 1.951 -2.259 -0.008
H -5.128 -2.883 3.810
H -3.651 -3.677 3.282
H -5.147 -3.879 2.363
H -3.596 -1.255 2.687
H -5.106 -1.454 1.768
H -3.863 -3.013 0.314
H -0.256 -2.336 3.884
H 1.411 -1.773 4.168
H 1.115 -3.454 3.760
H 3.314 -3.196 2.943
H 5.080 -4.033 1.424
H 4.797 -3.734 -1.028
H 2.769 -2.560 -1.870
C -3.735 -1.007 -2.104
P -2.192 -0.032 -1.896
C -2.954 1.627 -1.617
C -1.723 0.075 -3.692
C -0.287 0.548 -3.876
P 0.940 -0.599 -3.091
C 2.450 0.150 -3.811
C 0.741 -2.124 -4.097
H -4.302 -0.584 -2.935
H -4.340 -0.958 -1.199
H -3.500 -2.047 -2.327
H -3.783 1.776 -2.308
H -2.227 2.427 -1.756
H -3.345 1.671 -0.600
H -2.420 0.755 -4.192
H -1.863 -0.918 -4.127
H -0.160 1.540 -3.423
H -0.050 0.634 -4.942
H 2.394 0.069 -4.900
H 3.359 -0.343 -3.464
H 2.493 1.207 -3.537
H 0.562 -1.866 -5.143
H -0.090 -2.726 -3.717
H 1.654 -2.722 -4.041
C 4.890 2.840 -0.863
As 3.132 2.634 -0.054
C 1.896 3.746 -1.099
C 3.315 3.299 1.778
S 2.540 0.586 -0.077
H 5.296 3.822 -0.607
H 4.834 2.735 -1.949
H 5.554 2.071 -0.464
H 1.799 4.745 -0.672
H 0.914 3.270 -1.157
H 2.308 3.841 -2.106
H 3.166 4.378 1.802
H 4.337 3.076 2.098
H 2.622 2.808 2.462
O -0.491 0.930 0.266
S -0.141 1.712 1.553
C -1.421 1.233 2.752
C -1.637 2.503 3.553
C -1.792 3.652 2.553
C -0.965 3.331 1.305
H -1.067 0.402 3.357
H -2.294 0.924 2.172
H -0.771 2.680 4.192
H -2.510 2.417 4.196
H -1.458 4.585 3.004
H -2.839 3.781 2.282
H -0.204 4.083 1.107
H -1.582 3.214 0.416
*
```

Values from the calculation:
Total energy (eV): -145787.698

How positive or negative is each atom? The Mulliken charges in e answer that: -0.72, -1.26, -0.25, -0.02, 0.20, -0.48, -0.81, 1.18, 0.43, -2.06, 0.75, -0.97, -0.58, -1.01, -0.12, 0.21, 0.40, 0.32, 0.37, 0.15, 0.37, 0.39, 0.36, 0.41, 0.56, 0.54, 0.48, 0.50, 0.35, -1.53, 1.14, -1.58, -1.26, -0.98, 1.24, -1.16, -1.55, 0.56, 0.40, 0.40, 0.57, 0.33, 0.36, 0.64, 0.46, 0.34, 0.61, 0.53, 0.37, 0.28, 0.47, 0.37, 0.51, -1.10, 0.78, -0.74, -1.06, -0.12, 0.42, 0.38, 0.41, 0.47, -0.09, 0.44, 0.43, 0.41, 0.28, 0.38, 0.17, -0.38, -0.81, -0.86, -0.06, 0.41, 0.09, 0.38, 0.42, 0.35, 0.32, 0.34, 0.08

***

# 3
C23H46BrIrN12O4P as an isolated structure, computed with ωB97M-V/def2-TZVPD.

```
! wB97M-V def2-TZVPD RIJCOSX def2/J DEFGRID3
* xyz 2 2
Ir -0.015 1.092 0.629
C -3.948 -1.181 3.622
N -2.826 -1.313 2.695
C -2.336 -2.651 2.383
C -2.219 -0.247 2.147
N -1.384 -0.323 1.153
N -2.535 0.971 2.728
C -2.220 2.240 2.290
N -2.895 3.213 2.947
N -1.337 2.462 1.378
H -4.464 -2.136 3.674
H -4.663 -0.441 3.266
H -3.616 -0.924 4.633
H -2.630 -3.324 3.185
H -1.246 -2.651 2.337
H -2.751 -3.027 1.444
H -1.315 -1.259 0.778
H -2.917 0.924 3.661
H -3.802 3.023 3.340
H -2.687 4.176 2.748
H -1.299 3.428 1.077
N 3.224 -2.177 -1.499
C 3.651 -1.176 -0.449
C 2.692 -0.001 -0.353
N 1.318 -0.405 -0.039
H 4.017 -2.484 -2.058
H 2.458 -1.791 -2.152
H 2.830 -3.011 -1.066
H 4.646 -0.826 -0.711
H 3.711 -1.702 0.503
H 2.693 0.582 -1.274
H 3.060 0.643 0.446
H 1.327 -1.014 0.805
H 0.931 -0.882 -0.853
Br -2.369 0.954 7.151
C -1.299 -0.312 6.243
C -1.319 -1.648 6.626
N -0.633 -2.582 5.976
C 0.079 -2.215 4.913
C 0.147 -0.905 4.454
C -0.542 0.074 5.157
C 0.819 -0.570 3.149
O 1.275 -1.507 2.465
O 0.781 0.656 2.809
H -1.908 -1.969 7.477
H 0.617 -2.995 4.388
H -0.494 1.106 4.833
C 1.703 -2.199 -5.677
N 0.363 -2.062 -5.115
C -0.692 -2.606 -5.965
P 0.134 -1.060 -3.844
O 1.201 -1.260 -2.792
N -1.378 -1.418 -3.295
C -1.603 -2.736 -2.716
C -2.267 -0.383 -2.783
N 0.168 0.504 -4.336
C -0.414 0.915 -5.608
C 0.417 1.601 -3.410
H 1.771 -1.700 -6.647
H 1.945 -3.254 -5.816
H 2.441 -1.753 -5.012
H -0.642 -2.174 -6.968
H -1.670 -2.393 -5.542
H -0.573 -3.687 -6.056
H -0.924 -3.466 -3.156
H -2.626 -3.058 -2.913
H -1.446 -2.731 -1.630
H -2.152 0.536 -3.352
H -2.081 -0.165 -1.723
H -3.299 -0.718 -2.891
H -0.488 0.068 -6.286
H 0.223 1.668 -6.073
H -1.413 1.344 -5.478
H 0.738 1.223 -2.442
H -0.487 2.200 -3.257
H 1.195 2.256 -3.807
O 1.242 2.585 -0.121
N 2.001 3.388 0.630
C 2.145 3.213 1.953
C 2.948 4.080 2.671
C 3.601 5.118 2.031
C 3.433 5.266 0.660
C 2.626 4.388 -0.022
H 1.622 2.368 2.383
H 3.050 3.921 3.735
H 4.230 5.801 2.585
H 3.921 6.059 0.114
H 2.429 4.426 -1.082
*
```

Values from the calculation:
ΔE to the lowest compared entry with this formula, charge and spin (kJ/mol): 0.0
Total energy (eV): -132829.547

How positive or negative is each atom? The Mulliken charges in e answer that: 1.62, -1.08, 0.36, -1.43, 0.29, -0.50, 0.03, 0.53, -0.44, -0.20, 0.38, 0.40, 0.34, 0.43, 0.47, 0.38, -0.06, 0.22, 0.21, 0.21, 0.17, -0.12, -1.05, -0.55, -0.50, 0.40, 0.33, 0.39, 0.42, 0.41, 0.39, 0.32, 0.71, -0.07, -0.09, -0.37, -0.15, -0.60, -0.14, 0.38, -0.36, 0.10, -0.83, -0.74, 0.42, 0.54, 0.71, -1.06, 0.31, -1.04, -0.12, -0.88, 0.44, -0.90, -0.64, 0.44, -0.93, -0.66, 0.32, 0.35, 0.26, 0.38, 0.33, 0.32, 0.34, 0.43, 0.05, 0.16, 0.00, 0.38, 0.23, 0.33, 0.33, -0.27, 0.34, 0.35, -0.51, 0.42, 0.02, -1.16, -0.23, -0.64, -0.29, 0.68, 0.52, 0.44, 0.44, 0.46